No. 1
Entry from the Open Molecules 2025 dataset: the molecule C18H19NO4S at a distorted geometry (ωB97M-V with the def2-TZVPD basis set).

The spin multiplicity is 1. The structure (SMILES) is COCCSc1ccccc1C(=O)NCc1ccc2c(c1)OCO2. The orbital gap is 8.945 eV. Its total energy is -39489.101 eV. As for the HOMO energy: -8.28 eV. As for the energy above the lowest of the compared OMol25 structures with the same formula, charge and spin: 1.7404 eV.

Each line ends with the natural charge from an NBO analysis.
Atoms and positions in Å:
C (-2.99084, -3.20682, -1.26387)  -0.2441
O (-1.65808, -3.32483, -0.83270)  -0.5383
C (-1.17330, -2.14136, -0.25047)  -0.0708
C (0.27747, -2.34987, 0.15188)  -0.5289
S (0.87757, -0.77940, 0.87405)  0.2145
C (2.58711, -0.75375, 0.38277)  -0.0569
C (3.36402, -1.90386, 0.39573)  -0.2593
C (4.70849, -1.83210, 0.07864)  -0.1916
C (5.29390, -0.61195, -0.21699)  -0.2189
C (4.52436, 0.53821, -0.21564)  -0.1609
C (3.16603, 0.47597, 0.06143)  -0.1794
C (2.34224, 1.73015, 0.01802)  0.6615
O (2.54017, 2.68976, 0.72989)  -0.6102
N (1.39864, 1.69774, -0.95420)  -0.5978
C (0.34655, 2.69005, -1.06308)  -0.2474
C (-0.98399, 2.04686, -0.77136)  -0.0314
C (-1.81851, 1.65521, -1.80647)  -0.2203
C (-3.01437, 0.97763, -1.57388)  -0.2665
C (-3.32992, 0.70448, -0.26637)  0.2224
C (-2.49439, 1.09580, 0.78254)  0.2979
C (-1.31898, 1.76556, 0.55742)  -0.2688
O (-3.04259, 0.69324, 1.97042)  -0.4887
C (-4.25443, 0.05195, 1.64286)  0.2361
O (-4.41702, 0.04092, 0.24024)  -0.4825
H (-3.65993, -2.96125, -0.43050)  0.1657
H (-3.09121, -2.42819, -2.02978)  0.1661
H (-3.26761, -4.17175, -1.68274)  0.1953
H (-1.76849, -1.87651, 0.63769)  0.1611
H (-1.24713, -1.30283, -0.96225)  0.1761
H (0.88342, -2.58932, -0.72014)  0.2275
H (0.35363, -3.14917, 0.88826)  0.2187
H (2.92165, -2.85144, 0.66210)  0.2193
H (5.30358, -2.73309, 0.08310)  0.2165
H (6.34757, -0.55702, -0.44373)  0.2175
H (4.96498, 1.49804, -0.43868)  0.2257
H (1.24891, 0.83320, -1.45114)  0.3994
H (0.35604, 3.12138, -2.06917)  0.1999
H (0.58266, 3.46721, -0.33260)  0.2434
H (-1.54048, 1.88085, -2.82523)  0.2131
H (-3.66280, 0.67767, -2.38004)  0.2290
H (-0.67112, 2.05232, 1.36817)  0.2399
H (-5.09642, 0.59066, 2.10738)  0.1590
H (-4.23901, -0.98339, 2.02028)  0.1572

Forces on atoms 1 to 2 (eV/Å):
C -0.046 0.016 -0.017
O 0.255 -0.130 0.117

No. 2
Entry from the Open Molecules 2025 dataset: the molecule C20H27N3O5 (ωB97M-V with the def2-TZVPD basis set).

The spin multiplicity is 1. The structure (SMILES) is CCOC(=O)N1CCC(NC(=O)c2cccc3c2C(=O)N(CCOC)C3)CC1. The orbital gap is 9.040 eV. Its total energy is -35887.961 eV. As for the HOMO energy: -8.87 eV. As for the energy above the lowest of the compared OMol25 structures with the same formula, charge and spin: 1.3991 eV.

Each line ends with the natural charge from an NBO analysis.
Atoms and positions in Å:
C (4.85005, 5.99158, -3.35443)  -0.6351
C (4.32586, 4.58965, -3.63270)  -0.0664
O (3.76947, 3.99310, -2.46528)  -0.5305
C (2.49062, 4.34292, -2.17975)  0.8972
O (1.82844, 5.08442, -2.86870)  -0.6681
N (2.05944, 3.79887, -1.01968)  -0.4505
C (2.79986, 2.82694, -0.24939)  -0.2122
C (2.15216, 1.44740, -0.36396)  -0.4272
C (0.68626, 1.52404, 0.07915)  -0.0385
N (0.03724, 0.22605, 0.01042)  -0.6137
C (-0.09676, -0.47231, -1.12416)  0.6369
O (0.27854, -0.07472, -2.21695)  -0.6499
C (-0.76564, -1.82257, -1.02014)  -0.0126
C (-0.96934, -2.44738, -2.25205)  -0.1949
C (-1.54801, -3.69625, -2.37430)  -0.1827
C (-1.94910, -4.38996, -1.24346)  -0.1969
C (-1.75647, -3.79082, -0.01682)  0.0069
C (-1.17960, -2.52091, 0.12088)  -0.1596
C (-1.14654, -2.21754, 1.57291)  0.6734
O (-0.74504, -1.21868, 2.15546)  -0.6458
N (-1.66307, -3.29049, 2.21466)  -0.3992
C (-1.80074, -3.36725, 3.64247)  -0.2325
C (-3.20622, -2.98049, 4.11642)  -0.0618
O (-3.27557, -3.22370, 5.49874)  -0.5371
C (-4.50129, -2.83772, 6.06634)  -0.2446
C (-2.09834, -4.34021, 1.33164)  -0.2303
C (-0.03968, 2.57033, -0.77394)  -0.4263
C (0.66643, 3.91987, -0.65041)  -0.2162
H (5.32020, 6.39009, -4.24903)  0.2124
H (4.02539, 6.63992, -3.06940)  0.2251
H (5.57902, 5.96889, -2.54754)  0.2058
H (3.56053, 4.62395, -4.41484)  0.2004
H (5.13437, 3.91869, -3.93226)  0.1835
H (3.82784, 2.80000, -0.60669)  0.2377
H (2.79552, 3.15036, 0.79944)  0.1814
H (2.69242, 0.73022, 0.25624)  0.2103
H (2.18555, 1.11001, -1.40003)  0.2356
H (0.64522, 1.82870, 1.13143)  0.1968
H (-0.24633, -0.19453, 0.89541)  0.4383
H (-0.64512, -1.90646, -3.12901)  0.2530
H (-1.68324, -4.13219, -3.35230)  0.2194
H (-2.39719, -5.36940, -1.31585)  0.2159
H (-1.07841, -2.67932, 4.08812)  0.2391
H (-1.58103, -4.38362, 3.97939)  0.2054
H (-3.39403, -1.91858, 3.89630)  0.1734
H (-3.96751, -3.57885, 3.58745)  0.1538
H (-4.67962, -1.76355, 5.93583)  0.1676
H (-5.33825, -3.39006, 5.62055)  0.1638
H (-4.43735, -3.06960, 7.12705)  0.1969
H (-3.17306, -4.53088, 1.43505)  0.2115
H (-1.56624, -5.27590, 1.54243)  0.2134
H (-1.07703, 2.66318, -0.44909)  0.2111
H (-0.02727, 2.24389, -1.81384)  0.2384
H (0.21063, 4.65714, -1.31261)  0.2475
H (0.61084, 4.28014, 0.38391)  0.1807

Forces on atoms 1 to 2 (eV/Å):
C -0.207 -0.364 0.093
C 0.066 0.331 -0.423